{
  "formula": "C4H13NS",
  "method": "the ωB97M-V functional and the def2-TZVPD basis",
  "de_lowest_kj_mol": 274.9,
  "e_lumo_ev": -0.53,
  "elements": ["C", "C", "S", "H", "H", "H", "H", "H", "C", "C", "N", "H", "H", "H", "H", "H", "H", "H", "H"],
  "coordinates": [[-1.67, 0.74, 0.49], [-1.05, -0.50, 1.10], [-1.50, -2.06, 0.28], [-0.85, 1.44, 0.27], [-2.42, 1.22, 1.13], [-2.26, 0.52, -0.40], [-1.39, -0.70, 2.13], [0.03, -0.55, 1.25], [2.32, 1.66, 0.36], [1.68, 1.62, -0.98], [1.46, 0.17, -1.44], [1.83, 1.00, 1.09], [3.38, 1.40, 0.45], [2.38, 2.68, 0.75], [0.67, 2.03, -0.94], [2.33, 2.06, -1.73], [0.47, -0.11, -1.32], [2.03, -0.50, -0.92], [1.67, -0.05, -2.41]],
  "mulliken_charge": [-0.776, -0.565, -0.587, 0.014, 0.342, 0.319, 0.292, 0.058, -1.149, -0.246, -0.352, 0.309, 0.406, 0.341, 0.306, 0.324, 0.226, 0.367, 0.371]
}


{
  "formula": "C4H13NSi",
  "method": "the ωB97M-V functional and the def2-TZVPD basis",
  "de_lowest_kj_mol": 495.6,
  "e_lumo_ev": 0.18,
  "elements": ["C", "C", "C", "C", "N", "Si", "H", "H", "H", "H", "H", "H", "H", "H", "H", "H", "H", "H", "H"],
  "coordinates": [[0.47, 1.19, -1.92], [0.88, -1.29, -1.94], [-0.14, 1.21, 1.87], [-0.04, -0.26, -1.53], [-0.30, -1.58, 2.22], [-1.31, -0.27, 1.74], [0.30, 1.74, -1.04], [1.34, 1.11, -2.48], [-0.34, 1.62, -2.56], [0.66, -2.15, -1.44], [1.99, -1.12, -2.04], [0.52, -1.31, -2.96], [0.86, 0.97, 2.04], [0.14, 1.71, 0.93], [-0.49, 2.05, 2.43], [-2.16, -0.27, 0.46], [-0.05, -1.77, 3.19], [0.20, -2.06, 1.48], [-1.94, -0.05, 3.13]],
  "mulliken_charge": [-0.972, -1.198, -1.068, 0.185, -0.417, 0.334, 0.222, 0.377, 0.287, 0.358, 0.336, 0.376, 0.475, 0.123, 0.411, -0.052, 0.219, 0.183, -0.177]
}


{
  "formula": "C4H13O3",
  "method": "the ωB97M-V functional and the def2-TZVPD basis",
  "charge": -1,
  "de_lowest_kj_mol": 37.4,
  "e_lumo_ev": 3.83,
  "elements": ["C", "O", "C", "C", "C", "H", "H", "H", "H", "H", "H", "H", "H", "H", "H", "H", "O", "H", "H", "O"],
  "coordinates": [[-0.40, 0.27, 1.53], [0.33, 1.34, 1.02], [-0.90, -0.78, 0.56], [-1.85, -0.19, -0.48], [-2.75, -1.16, -1.21], [0.29, -0.25, 2.23], [-1.24, 0.66, 2.13], [-1.48, -1.55, 1.09], [-0.03, -1.25, 0.14], [-1.28, 0.48, -1.15], [-2.44, 0.58, 0.04], [-3.15, -0.80, -2.18], [-3.60, -1.51, -0.63], [-2.25, -2.03, -1.61], [2.47, 0.05, -0.50], [3.09, -0.88, 0.70], [3.27, -0.56, -0.20], [0.77, 1.18, -0.05], [2.28, 1.66, -1.11], [1.52, 1.07, -1.04]],
  "mulliken_charge": [-0.634, -0.669, -0.532, -0.302, -1.273, 0.233, 0.349, 0.369, 0.287, 0.253, 0.288, 0.367, 0.293, 0.339, 0.487, 0.254, -0.766, 0.396, 0.229, -0.969]
}


{
  "formula": "C4H13O5P",
  "method": "the ωB97M-V functional and the def2-TZVPD basis",
  "smiles": "CCOP(=O)(OC)OC.O",
  "de_lowest_kj_mol": 0.0,
  "e_lumo_ev": 0.74,
  "elements": ["O", "O", "O", "O", "C", "C", "C", "C", "P", "H", "H", "H", "H", "H", "H", "H", "H", "H", "H", "H", "O", "H", "H"],
  "coordinates": [[-1.16, -2.03, 2.57], [-3.61, -2.32, 1.66], [-1.84, -2.67, 0.12], [-2.29, -0.31, 0.82], [-4.15, -2.38, 2.94], [-0.96, -3.79, 0.15], [0.00, 0.00, 0.00], [-1.20, 0.54, 0.83], [-2.11, -1.77, 1.44], [-5.12, -2.90, 2.84], [-4.33, -1.39, 3.39], [-3.51, -2.97, 3.63], [-1.46, -4.60, 0.72], [0.00, -3.56, 0.64], [-0.76, -4.16, -0.87], [0.81, 0.75, 0.03], [-0.19, -0.27, -1.05], [0.34, -0.90, 0.54], [-0.75, 0.65, 1.84], [-1.48, 1.55, 0.48], [1.18, -2.18, 5.10], [0.54, -2.07, 4.36], [2.06, -2.05, 4.67]],
  "mulliken_charge": [-0.476, -0.330, -0.273, -0.274, -0.684, -0.599, -0.951, -0.245, 0.694, 0.230, 0.301, 0.302, 0.281, 0.279, 0.235, 0.373, 0.268, 0.235, 0.278, 0.343, -0.671, 0.378, 0.308]
}


{
  "formula": "C4H14AsO",
  "method": "the ωB97M-V functional and the def2-TZVPD basis",
  "charge": -1,
  "de_lowest_kj_mol": 0.0,
  "e_lumo_ev": 3.77,
  "elements": ["C", "C", "C", "C", "O", "As", "H", "H", "H", "H", "H", "H", "H", "H", "H", "H", "H", "H", "H", "H"],
  "coordinates": [[2.75, -0.80, -0.04], [1.98, 0.42, -0.64], [1.02, 1.00, 0.42], [-0.31, 0.23, 0.56], [-1.10, 0.33, -0.59], [-2.89, -0.29, -0.28], [3.32, -1.37, -0.79], [3.52, -0.36, 0.63], [2.11, -1.42, 0.59], [1.51, 0.19, -1.61], [2.75, 1.19, -0.83], [0.78, 2.04, 0.11], [1.54, 0.99, 1.39], [-0.19, -0.83, 0.86], [-0.88, 0.73, 1.38], [-3.30, 0.16, -1.74], [-2.42, -1.71, -0.81], [-2.52, -0.78, 1.17], [-3.32, 1.12, 0.28], [-4.36, -0.85, -0.07]],
  "mulliken_charge": [-1.062, -0.444, -0.663, -0.577, -0.664, -0.782, 0.322, 0.279, 0.277, 0.357, 0.251, 0.361, 0.295, 0.295, 0.324, 0.047, 0.075, 0.097, 0.082, 0.129]
}


{
  "formula": "C4H14B2CuFO7P2S",
  "method": "the ωB97M-V functional and the def2-TZVPD basis",
  "e_lumo_ev": -3.19,
  "elements": ["C", "O", "B", "O", "B", "C", "C", "C", "F", "P", "O", "O", "O", "P", "O", "O", "S", "H", "H", "H", "H", "H", "H", "H", "H", "H", "H", "H", "H", "H", "H", "Cu"],
  "coordinates": [[2.81, 1.06, -0.43], [1.81, 1.36, -1.38], [0.59, 0.68, -1.37], [0.31, -0.02, -2.55], [-0.56, 0.60, -0.09], [-0.31, -0.65, 0.98], [0.00, -1.90, 0.21], [1.47, -2.25, 0.11], [-0.67, -3.09, 0.87], [-2.32, 0.42, -0.90], [-2.67, 1.32, -2.01], [-3.47, 0.50, 0.25], [-2.44, -1.18, -1.30], [-0.57, 2.23, 0.94], [0.89, 2.32, 1.69], [-1.51, 1.88, 2.22], [-0.93, 3.93, 0.09], [2.39, 0.74, 0.52], [3.48, 0.29, -0.82], [3.40, 1.96, -0.24], [0.50, 0.50, -3.34], [-1.20, -0.82, 1.59], [0.50, -0.44, 1.69], [-0.45, -1.89, -0.78], [1.63, -3.34, -0.12], [1.89, -1.71, -0.75], [2.02, -2.02, 1.02], [-3.52, -0.29, 0.80], [-3.36, -1.37, -1.52], [1.28, 3.16, 1.40], [-1.45, 2.59, 2.87], [0.48, -4.59, 0.34]],
  "mulliken_charge": [-0.536, -0.587, 0.320, -0.674, 0.302, -1.317, 1.271, -0.942, -0.556, 1.059, -0.802, -0.573, -0.619, 0.707, -0.584, -0.602, -0.423, 0.216, 0.243, 0.242, 0.282, 0.134, 0.633, 0.131, 0.315, 0.201, 0.433, 0.321, 0.332, 0.335, 0.318, 0.419]
}


{
  "formula": "C4H14BGaO6PS",
  "method": "the ωB97M-V functional and the def2-TZVPD basis",
  "charge": -1,
  "e_lumo_ev": 2.35,
  "elements": ["O", "P", "Ga", "O", "B", "O", "O", "H", "H", "H", "H", "H", "H", "C", "C", "C", "S", "O", "O", "C", "H", "H", "H", "H", "H", "H", "H", "H"],
  "coordinates": [[-4.63, 1.29, -0.03], [-3.38, 1.01, -0.89], [-1.44, 2.02, 0.00], [-1.98, 2.82, 1.67], [-2.77, 3.93, 1.29], [-2.11, 4.98, 0.55], [-4.16, 4.03, 1.58], [-3.62, 1.63, -2.18], [-3.24, -0.39, -1.16], [-0.89, 3.14, -1.03], [-0.26, 1.05, 0.33], [-2.37, 4.84, -0.37], [-4.63, 3.93, 0.75], [2.54, -3.52, 0.33], [3.36, -2.32, 0.81], [3.18, -1.20, -0.23], [1.57, -1.46, -0.97], [1.76, -1.80, -2.37], [0.67, -0.41, -0.55], [1.18, -2.96, -0.08], [2.44, -4.28, 1.11], [3.03, -3.98, -0.54], [2.99, -1.99, 1.78], [4.41, -2.57, 0.93], [3.20, -0.22, 0.24], [3.93, -1.26, -1.02], [0.61, -3.63, -0.72], [0.59, -2.68, 0.80]],
  "mulliken_charge": [-0.689, 0.306, -0.140, -0.483, 0.683, -0.563, -0.558, 0.005, -0.009, -0.232, 0.032, 0.245, 0.247, -0.554, -0.612, -0.657, 1.051, -0.687, -0.323, -0.736, 0.326, 0.291, 0.309, 0.309, 0.348, 0.343, 0.386, 0.363]
}


{
  "formula": "C4H14N",
  "method": "the ωB97M-V functional and the def2-TZVPD basis",
  "charge": 1,
  "de_lowest_kj_mol": 108.0,
  "e_lumo_ev": -3.74,
  "elements": ["C", "C", "H", "H", "H", "H", "H", "H", "C", "N", "C", "H", "H", "H", "H", "H", "H", "H", "H"],
  "coordinates": [[-2.35, 2.36, 0.59], [-1.54, 3.65, 0.66], [-2.21, 1.82, -0.36], [-2.24, 1.71, 1.45], [-3.42, 2.55, 0.49], [-0.51, 3.45, 1.00], [-1.87, 4.40, 1.37], [-1.37, 4.07, -0.33], [2.53, -2.24, -0.18], [1.24, -2.07, -1.00], [0.12, -1.70, -0.07], [2.94, -3.21, -0.49], [2.20, -2.48, 0.82], [3.21, -1.39, -0.27], [1.32, -1.27, -1.63], [1.05, -2.88, -1.58], [0.51, -1.10, 0.73], [-0.56, -1.07, -0.66], [-0.44, -2.54, 0.34]],
  "mulliken_charge": [-0.751, -0.842, 0.198, 0.273, 0.302, 0.253, 0.282, 0.288, -0.765, -0.152, -0.941, 0.354, 0.349, 0.313, 0.370, 0.347, 0.409, 0.388, 0.325]
}


{
  "formula": "C4H14N",
  "method": "the ωB97M-V functional and the def2-TZVPD basis",
  "charge": 1,
  "de_lowest_kj_mol": 25.0,
  "e_lumo_ev": -3.34,
  "elements": ["C", "C", "C", "N", "H", "H", "H", "H", "H", "H", "H", "H", "H", "H", "C", "H", "H", "H", "H"],
  "coordinates": [[2.02, 0.82, 1.18], [0.62, 0.64, 0.60], [0.18, 1.74, -0.44], [0.58, -0.68, -0.22], [2.25, 0.07, 1.92], [2.84, 0.75, 0.44], [2.11, 1.77, 1.74], [-0.14, 0.51, 1.38], [0.91, 1.78, -1.24], [0.08, 2.72, 0.07], [-0.83, 1.53, -0.79], [0.99, -1.43, 0.36], [-0.40, -0.91, -0.46], [1.13, -0.56, -1.09], [-2.47, -1.74, -0.64], [-3.53, -1.47, -0.76], [-2.28, -2.84, -0.88], [-2.01, -1.52, 0.35], [-2.05, -1.18, -1.50]],
  "mulliken_charge": [-1.318, 0.328, -1.271, -0.187, 0.419, 0.348, 0.372, 0.281, 0.401, 0.361, 0.421, 0.403, -0.051, 0.414, -0.992, 0.316, 0.305, 0.225, 0.224]
}


{
  "formula": "C4H14N",
  "method": "the ωB97M-V functional and the def2-TZVPD basis",
  "charge": 1,
  "de_lowest_kj_mol": 147.5,
  "e_lumo_ev": -3.45,
  "elements": ["C", "C", "N", "H", "H", "H", "H", "H", "H", "H", "H", "C", "C", "H", "H", "H", "H", "H", "H"],
  "coordinates": [[2.00, -0.32, 0.00], [1.62, -1.20, 1.21], [0.92, 0.73, -0.02], [3.08, -0.01, -0.16], [1.76, -0.98, -0.85], [0.82, -1.90, 0.96], [1.44, -0.50, 2.07], [1.08, 1.46, -0.74], [-0.02, 0.40, -0.30], [0.92, 1.16, 0.93], [2.49, -1.77, 1.60], [-2.25, 0.56, 0.13], [-2.12, 0.12, -1.33], [-2.52, 1.59, 0.40], [-3.07, 0.12, 0.73], [-1.31, 0.51, 0.65], [-1.47, 0.66, -1.95], [-2.09, -1.04, -1.38], [-3.15, 0.13, -1.82]],
  "mulliken_charge": [-0.353, -1.021, -0.220, 0.383, 0.283, 0.333, 0.310, 0.398, 0.026, 0.412, 0.341, -0.760, -1.014, 0.326, 0.325, 0.172, 0.438, 0.298, 0.324]
}


{
  "formula": "C4H14N",
  "method": "the ωB97M-V functional and the def2-TZVPD basis",
  "charge": 1,
  "de_lowest_kj_mol": 205.2,
  "e_lumo_ev": -3.70,
  "elements": ["C", "C", "H", "H", "H", "H", "H", "H", "C", "N", "C", "H", "H", "H", "H", "H", "H", "H", "H"],
  "coordinates": [[2.40, 2.69, -0.95], [0.99, 2.16, -0.96], [3.12, 2.00, -1.36], [2.37, 3.44, -1.66], [2.65, 2.97, 0.11], [0.53, 1.90, -2.03], [0.21, 2.73, -0.58], [0.98, 1.17, -0.46], [0.03, -2.01, 0.89], [-1.44, -1.54, 1.33], [-2.36, -1.59, 0.13], [0.77, -2.14, 1.63], [0.35, -1.24, 0.19], [-0.11, -2.91, 0.29], [-1.91, -1.91, 2.16], [-1.30, -0.54, 1.65], [-2.26, -2.62, -0.16], [-3.41, -1.33, 0.34], [-1.61, -1.23, -0.56]],
  "mulliken_charge": [-0.852, -0.545, 0.291, 0.299, 0.267, 0.270, 0.390, -0.106, -0.650, -0.319, -0.782, 0.353, 0.230, 0.355, 0.370, 0.365, 0.399, 0.347, 0.319]
}


{
  "formula": "C4H14N",
  "method": "the ωB97M-V functional and the def2-TZVPD basis",
  "charge": 1,
  "de_lowest_kj_mol": 119.9,
  "e_lumo_ev": -3.70,
  "elements": ["C", "C", "H", "H", "H", "H", "H", "H", "C", "C", "N", "H", "H", "H", "H", "H", "H", "H", "H"],
  "coordinates": [[0.09, -1.98, 0.46], [-0.72, -3.04, -0.38], [0.55, -1.10, 0.02], [-0.61, -1.63, 1.20], [1.01, -2.52, 0.76], [-1.78, -2.88, -0.33], [-0.33, -2.82, -1.37], [-0.45, -4.05, -0.09], [0.19, 1.51, -0.58], [1.45, 2.13, -0.04], [-0.91, 1.40, 0.48], [-0.20, 2.05, -1.44], [0.28, 0.53, -1.04], [1.75, 1.68, 0.90], [1.33, 3.22, -0.13], [-1.44, 2.26, 0.59], [-1.49, 0.67, 0.06], [-0.52, 1.17, 1.40], [2.31, 1.97, -0.67]],
  "mulliken_charge": [-0.559, -0.868, -0.014, 0.187, 0.340, 0.289, 0.285, 0.292, -0.313, -1.125, -0.278, 0.361, 0.285, 0.385, 0.361, 0.358, 0.355, 0.331, 0.328]
}